w | Computed, not measured: C4H3N3O in the gas phase, with ωB97M-V/def2-TZVPD.

Atoms and positions in Å:
N: -3.946 -0.694 0.433
C: -3.200 0.054 0.020
O: -2.154 1.058 -0.505
N: -0.884 0.672 -0.192
C: -0.293 -0.529 -0.477
C: 0.996 -0.381 -0.063
N: 1.192 0.868 0.442
C: 0.050 1.479 0.367
H: -0.839 -1.340 -0.911
H: 1.803 -1.084 -0.098
H: -0.151 2.488 0.651

Its gap between HOMO and LUMO is 9.440 eV. The charge is 0. For the HOMO energy, the calculation gives -9.657 eV. Its SMILES is N#COn1ccnc1.

For each atom in turn, the Mulliken charge in e is:
1. N -0.273
2. C 0.327
3. O -0.255
4. N 0.324
5. C -0.196
6. C -0.435
7. N -0.590
8. C -0.079
9. H 0.390
10. H 0.397
11. H 0.390



x | Computed, not measured: C4H3N3O as an isolated structure, with ωB97M-V/def2-TZVPD.

Atoms and positions in Å:
C: -1.735 1.015 -0.007
C: 0.366 0.456 0.289
C: -0.206 -1.037 0.272
C: 1.938 -0.826 0.069
H: -2.684 1.036 0.864
H: -1.080 -1.473 -0.021
H: 2.811 -1.405 0.367
N: -0.455 1.334 0.296
N: 0.888 -1.691 -0.092
N: 1.739 0.510 0.314
O: -2.054 0.391 -1.071

Its gap between HOMO and LUMO is 8.450 eV. The charge is 0. For the HOMO energy, the calculation gives -10.425 eV.

For each atom in turn, the Mulliken charge in e is:
1. C 0.205
2. C 0.673
3. C -0.174
4. C 0.011
5. H 0.268
6. H 0.457
7. H 0.339
8. N -0.346
9. N -0.437
10. N -0.501
11. O -0.494



Most stable pick: w. Distance to second place: 0.053 eV.